# 1
7
Properties=species:S:1:pos:R:3:forces:R:3 method="wB97M-V/def2-TZVPD" de_lowest_kj_mol=223.1 homo_energy_ev=-10.58
B -0.36426 -0.45710 0.49508 0.5 -0.1 0.8
C 0.69300 0.25095 -0.44343 -0.3 1.5 0.0
Cl -1.43587 0.83272 -0.62201 1.8 0.1 0.2
H -0.31276 -0.28143 1.71341 0.0 0.5 -0.9
H -0.82706 -1.47951 0.25060 -0.2 -1.1 -0.6
H 1.04566 -0.00897 -1.52919 -0.8 0.6 2.3
H 1.20131 1.14334 0.13554 -0.9 -1.5 -1.9

***

# 2
8
Properties=species:S:1:pos:R:3:forces:R:3 method="wB97M-V/def2-TZVPD" smiles="BCl.C=S" de_lowest_kj_mol=151.7 homo_energy_ev=-9.05
B -1.24549 0.19784 1.19038 -0.4 0.7 0.1
Cl -2.37551 0.04655 -0.03832 -1.2 -0.2 -1.3
H -1.27158 1.09666 1.87099 -0.2 1.4 1.0
H -0.44626 -0.55212 1.28991 1.8 -1.9 0.2
C 1.32826 -0.11113 -1.09173 0.6 -1.1 2.2
S 2.30239 -1.40751 -1.04902 -0.7 1.3 0.1
H 0.94729 0.53961 -0.28687 1.1 -0.5 0.6
H 0.76089 0.19009 -1.88535 -1.0 0.3 -3.0

***

# 3
9
Properties=species:S:1:pos:R:3:forces:R:3 method="wB97M-V/def2-TZVPD" de_lowest_kj_mol=188.9 charge=+1 homo_energy_ev=-14.49
C -2.37841 -0.66742 0.30528 -2.3 2.3 0.4
O 2.46182 1.72531 -0.24880 0.8 0.1 -1.0
P 2.17254 0.42212 0.56477 0.6 0.0 -0.7
Br -0.68429 -0.26555 -0.58803 -0.1 -0.1 0.3
Br 3.60015 -0.85561 -0.43999 -0.4 -0.3 0.4
H -3.16373 -0.56148 -0.48818 1.0 -0.4 0.5
H -2.71305 0.09394 1.09280 1.2 -0.7 -1.2
H -2.45929 -1.60426 0.79538 0.7 -1.1 0.0
H 3.16426 1.71295 -0.99322 -1.4 0.1 1.4

***

# 4
8
Properties=species:S:1:pos:R:3:forces:R:3 method="wB97M-V/def2-TZVPD" de_lowest_kj_mol=368.9 homo_energy_ev=-9.78
C 0.05885 0.67956 -0.60496 -1.1 -3.5 -2.8
Si -0.14646 -0.73053 0.80963 -0.5 2.1 -1.2
Br -0.24513 2.52250 -0.38217 -0.3 0.2 0.3
Br 1.96292 0.39447 -1.23866 -0.8 0.1 0.1
H -0.76046 0.19423 -1.63456 2.7 1.7 3.2
H 0.63957 -0.34947 2.02750 -0.4 -0.3 -0.4
H 0.10817 -2.02446 0.20909 0.6 -0.3 -0.1
H -1.61747 -0.68630 0.81413 -0.2 0.0 0.8

***

# 5
7
Properties=species:S:1:pos:R:3:forces:R:3 method="wB97M-V/def2-TZVPD" smiles="C=[PH2]Br" de_lowest_kj_mol=385.0 homo_energy_ev=-8.41
C -0.02202 0.56951 0.31489 0.6 -0.6 -2.0
P -1.26240 -0.85497 0.03843 -1.5 1.9 1.7
Br -3.38673 0.02065 0.00346 0.2 0.1 -0.9
H -0.45470 1.55177 -0.09556 0.2 -1.6 0.2
H 0.95312 0.37694 -0.26832 -1.3 0.2 0.8
H -1.69319 -0.97684 1.33100 0.8 -0.9 0.9
H -1.75958 -2.22232 -0.27685 1.1 0.8 -0.6

***

# 6
9
Properties=species:S:1:pos:R:3:forces:R:3 method="wB97M-V/def2-TZVPD" de_lowest_kj_mol=607.8 homo_energy_ev="-7.69 / -7.70"
C 0.76741 -1.22357 -0.81510 2.3 2.2 -4.7
O 0.03442 -0.06862 -1.01845 -1.1 2.1 2.1
Si -1.06055 1.29723 1.11008 3.9 -1.9 -2.6
Cl -2.64497 2.17125 0.35038 -0.5 0.0 0.2
Cl 0.56641 2.48804 1.44101 -0.9 -0.1 0.1
H 1.89261 -1.17915 -0.75638 -0.6 0.7 1.2
H 0.83327 -1.62256 -1.87939 -0.8 -0.6 0.9
H 0.35208 -1.85267 -0.15222 -1.3 -2.7 2.3
H -0.74068 -0.00995 1.72008 -1.0 0.4 0.4